{
  "formula": "H3IN2",
  "method": "wB97M-V/def2-TZVPD",
  "e_lumo_ha": 0.0010,
  "elements": ["I", "N", "N", "H", "H", "H"],
  "coordinates": [[0.22, 1.83, -1.18], [-0.62, 0.22, -0.38], [0.17, -0.82, 0.47], [0.51, -1.37, -0.30], [1.00, -0.49, 1.01], [-1.29, 0.63, 0.37]],
  "lowdin_charge": [0.67, -0.70, -0.08, 0.03, 0.06, 0.02]
}



{
  "formula": "C18H33O3P3Pd",
  "method": "wB97M-V/def2-TZVPD",
  "multiplicity": 5,
  "e_lumo_ha": [-0.4945, -0.6358],
  "charge": 4,
  "elements": ["Pd", "P", "P", "P", "O", "O", "O", "C", "C", "C", "C", "C", "C", "C", "C", "C", "C", "C", "C", "C", "C", "C", "C", "C", "C", "H", "H", "H", "H", "H", "H", "H", "H", "H", "H", "H", "H", "H", "H", "H", "H", "H", "H", "H", "H", "H", "H", "H", "H", "H", "H", "H", "H", "H", "H", "H", "H", "H"],
  "coordinates": [[0.54, -0.06, -1.51], [1.64, -2.06, -0.97], [-2.15, -1.01, -1.01], [0.80, 2.26, -1.26], [-1.73, 1.27, -3.30], [0.22, -1.81, 5.88], [3.49, 0.51, -2.56], [2.35, 0.39, -2.35], [0.94, 1.88, 3.44], [-1.38, 1.19, 3.18], [0.35, -0.54, 3.61], [0.43, -3.27, -0.33], [0.25, -0.88, 5.18], [-3.27, -1.52, -2.40], [2.30, 2.95, -0.54], [3.14, -2.09, 0.08], [0.84, 3.14, -2.85], [-2.74, -2.34, 0.14], [-0.50, 3.14, -0.35], [-3.24, 0.31, -0.31], [2.29, -2.81, -2.50], [-0.95, 0.64, -2.71], [1.32, 0.58, 3.62], [-0.41, 2.22, 3.26], [-1.04, -0.13, 3.34], [2.86, -2.01, 1.15], [-1.85, -0.87, 3.32], [1.71, 2.67, 3.51], [-2.30, -3.30, -0.14], [-4.28, -0.01, -0.43], [1.06, 4.19, -2.62], [2.89, -3.69, -2.24], [0.20, -3.04, 0.73], [1.66, 2.75, -3.50], [-3.84, -2.41, 0.05], [2.92, -2.07, -3.03], [3.21, 2.52, -0.98], [2.35, 0.34, 3.86], [2.29, 2.83, 0.56], [-3.03, 0.43, 0.76], [-4.29, -1.62, -2.00], [-2.43, 1.48, 2.99], [2.26, 4.04, -0.77], [3.81, -1.25, -0.20], [-0.50, -3.23, -0.93], [-2.48, -2.09, 1.18], [-2.95, -2.51, -2.76], [-3.28, -0.82, -3.24], [-3.11, 1.27, -0.82], [1.44, -3.10, -3.14], [0.71, -1.47, 3.13], [-0.13, 3.07, -3.38], [-0.42, 2.91, 0.72], [0.85, -4.29, -0.39], [3.67, -3.04, -0.09], [-0.31, 4.21, -0.51], [-0.71, 3.26, 3.18], [-1.49, 2.88, -0.73]],
  "lowdin_charge": [0.39, 0.80, 0.92, 0.76, 0.18, 0.35, 0.20, -0.17, -0.04, -0.04, -0.20, -0.21, 0.16, -0.19, -0.19, -0.19, -0.19, -0.21, -0.18, -0.20, -0.19, -0.20, -0.03, -0.01, -0.06, 0.05, 0.13, 0.15, 0.05, 0.09, 0.09, 0.10, 0.06, 0.08, 0.10, 0.06, 0.06, 0.14, 0.06, 0.04, 0.09, 0.14, 0.10, 0.07, 0.02, 0.05, 0.08, 0.06, 0.04, 0.08, 0.17, 0.06, 0.03, 0.11, 0.09, 0.09, 0.14, 0.05]
}



{
  "formula": "C4H9NO2",
  "method": "wB97M-V/def2-TZVPD",
  "e_lumo_ha": 0.0355,
  "elements": ["O", "O", "N", "C", "C", "C", "C", "H", "H", "H", "H", "H", "H", "H", "H", "H"],
  "coordinates": [[-1.16, 1.80, -0.63], [1.24, -0.25, 0.35], [-1.60, 0.48, -0.78], [-1.05, -0.29, 0.07], [-1.30, -1.77, -0.03], [0.05, 0.15, 1.01], [2.13, 0.67, -0.26], [1.69, 1.63, -0.55], [-1.45, 2.21, -1.45], [2.99, 0.84, 0.40], [-0.01, -0.42, 1.95], [-2.02, -2.00, -0.81], [-1.65, -2.20, 0.92], [-0.02, 1.21, 1.25], [2.49, 0.17, -1.17], [-0.34, -2.24, -0.27]],
  "lowdin_charge": [-0.08, -0.19, 0.05, -0.33, -0.04, -0.16, -0.10, 0.08, 0.09, 0.08, 0.13, 0.08, 0.08, 0.12, 0.09, 0.09]
}



{
  "formula": "C29H24F12N2O2Te4Zr",
  "method": "wB97M-V/def2-TZVPD",
  "e_lumo_ha": [0.1435, 0.1435],
  "charge": -2,
  "elements": ["Te", "Te", "Te", "Te", "Zr", "F", "F", "F", "F", "F", "F", "F", "F", "F", "F", "F", "F", "O", "O", "N", "N", "C", "C", "C", "C", "C", "C", "C", "C", "C", "C", "C", "C", "C", "C", "C", "C", "C", "C", "C", "C", "C", "C", "C", "C", "C", "C", "C", "C", "C", "H", "H", "H", "H", "H", "H", "H", "H", "H", "H", "H", "H", "H", "H", "H", "H", "H", "H", "H", "H", "H", "H", "H", "H"],
  "coordinates": [[-3.71, -0.45, -5.48], [-2.11, -0.33, -3.18], [-0.84, 2.20, -3.56], [-2.22, 3.33, -5.58], [-0.36, 0.63, -1.30], [1.00, 4.39, 0.49], [4.49, -1.24, -2.86], [1.15, -1.00, -4.62], [-0.62, 4.26, -0.91], [3.53, 0.34, -3.99], [2.62, -2.51, -4.13], [-2.65, 3.87, 0.69], [0.97, 2.78, -0.97], [-1.16, 4.63, 2.05], [-2.28, 2.82, 2.54], [0.66, -2.57, -3.21], [3.95, 0.60, -1.87], [-1.35, 1.71, 0.03], [1.32, 0.29, -2.39], [-1.62, -1.58, -0.15], [1.14, 0.14, 0.26], [1.82, 2.98, 5.22], [1.62, -1.73, -3.62], [-5.23, 1.36, 0.22], [0.41, 1.95, 1.80], [3.54, -0.28, -2.80], [2.65, 1.43, 3.39], [-3.74, -0.34, -0.62], [-5.00, 2.11, -0.93], [-1.06, -2.91, -0.38], [-1.54, -1.23, 1.28], [2.48, 0.79, 2.19], [-4.60, 0.14, 0.36], [1.68, 2.29, 3.88], [0.18, 3.54, -0.14], [-0.62, 2.57, 0.83], [-3.07, -1.66, -0.51], [1.95, -1.95, 1.26], [0.61, 2.56, 3.04], [-3.47, 0.46, -1.75], [-4.13, 1.67, -1.91], [2.49, -3.22, 1.16], [2.90, -3.72, -0.06], [1.32, 0.93, 1.39], [2.18, -1.62, -1.10], [1.78, -1.10, 0.14], [2.74, -2.90, -1.16], [3.50, -5.10, -0.20], [2.12, -0.81, -2.43], [-1.69, 3.50, 1.53], [-0.10, 3.29, 3.39], [-1.17, -3.17, -1.43], [-2.03, -0.27, 1.45], [-0.51, -1.17, 1.59], [1.64, -1.59, 2.23], [-3.13, -2.15, -1.48], [0.00, -2.94, -0.11], [3.06, -3.28, -2.12], [-5.89, 1.73, 0.99], [-4.78, -0.47, 1.24], [-3.57, -2.31, 0.22], [-1.60, -3.65, 0.24], [2.46, 3.87, 5.15], [3.96, -5.42, 0.74], [3.25, 0.13, 1.83], [2.27, 2.32, 5.96], [-2.05, -2.00, 1.88], [-5.51, 3.06, -1.06], [3.56, 1.26, 3.97], [4.26, -5.13, -0.98], [-3.96, 2.25, -2.81], [2.58, -3.82, 2.06], [0.85, 3.30, 5.60], [2.74, -5.84, -0.46]],
  "lowdin_charge": [-0.28, 0.49, 0.11, -0.30, 1.12, 0.16, 0.12, 0.17, 0.14, 0.17, 0.11, 0.18, 0.05, 0.13, 0.14, 0.13, 0.16, -0.29, -0.37, -0.28, -0.07, -0.07, -0.54, -0.10, -0.05, -0.54, -0.06, -0.29, -0.09, -0.08, -0.08, -0.03, -0.06, -0.29, -0.55, -0.30, -0.24, -0.06, 0.00, -0.51, -0.14, -0.06, -0.28, -0.22, -0.06, -0.24, 0.00, -0.06, -0.33, -0.55, 0.11, 0.08, 0.08, 0.06, 0.11, 0.07, 0.06, 0.12, 0.09, 0.10, 0.12, 0.09, 0.07, 0.07, 0.11, 0.07, 0.09, 0.10, 0.11, 0.07, 0.06, 0.11, 0.07, 0.08]
}



{
  "formula": "C5H12N2O2",
  "method": "wB97M-V/def2-TZVPD",
  "e_lumo_ha": [0.0191, 0.0191],
  "elements": ["O", "O", "N", "N", "C", "C", "C", "C", "C", "H", "H", "H", "H", "H", "H", "H", "H", "H", "H", "H", "H"],
  "coordinates": [[2.76, 1.65, 0.03], [1.50, -2.18, -0.26], [1.74, 0.65, -0.38], [-1.70, -0.73, 0.94], [1.16, -1.45, 0.69], [1.10, -0.06, 0.66], [-1.05, -0.06, -0.06], [-1.40, 1.41, 0.06], [-0.86, -0.70, -1.43], [2.70, 2.23, -0.77], [2.15, 0.06, -1.08], [-1.62, -1.71, 1.08], [0.84, -1.81, 1.72], [1.03, 0.62, 1.60], [-1.21, 1.92, -0.87], [-0.94, -0.04, -2.21], [-1.72, -0.32, 1.85], [-1.46, -1.65, -1.35], [0.13, -1.20, -1.42], [-0.73, 1.98, 0.86], [-2.41, 1.38, 0.34]],
  "lowdin_charge": [-0.09, -0.04, -0.08, 0.08, -0.37, -0.22, -0.39, -0.04, -0.01, 0.09, 0.10, 0.09, 0.12, 0.15, 0.06, 0.05, 0.10, 0.11, 0.06, 0.13, 0.06]
}



{
  "formula": "C3H3NO2S2",
  "method": "wB97M-V/def2-TZVPD",
  "e_lumo_ha": 0.0026,
  "elements": ["S", "S", "O", "O", "N", "C", "C", "C", "H", "H", "H"],
  "coordinates": [[-0.37, 0.25, -2.22], [1.94, 2.12, -1.89], [0.64, -0.05, 2.43], [0.86, 0.72, 0.01], [-0.26, -0.61, 1.54], [0.87, 1.08, -1.29], [-1.00, -0.65, -0.78], [-0.11, -0.19, 0.36], [0.40, -0.49, 3.31], [-2.04, -0.44, -0.54], [-0.91, -1.74, -0.92]],
  "lowdin_charge": [0.96, 0.71, -0.04, -0.04, 0.05, -1.19, -0.36, -0.40, 0.14, 0.09, 0.10]
}